No. 1
70
Properties=species:S:1:pos:R:3:forces:R:3:lowdin_charge:R:1 method="wB97M-V/def2-TZVPD" lumo_energy_ev=-0.5 charge=0 spin_multiplicity=1 e_homo_ev=-10.97 smiles="O=C1OC[C@@H](F)O1.O=C1OC[C@@H](F)O1.O=C1OC[C@@H](F)O1.O=C1OC[C@@H](F)O1.O=C1OC[C@@H](F)O1.O=C1OC[C@@H](F)O1.O=C1OC[C@@H](F)O1"
C 23.861 26.091 19.186 -1.4439 0.2864 -1.2762 -0.36
C 25.923 26.071 19.857 4.0955 -1.8041 1.9183 -0.47
C 21.900 18.759 16.466 1.0322 1.3642 -0.9578 -0.05
F 17.614 23.658 18.674 -0.0834 0.0980 0.8407 0.05
H 20.289 24.272 16.624 0.1648 0.1045 -0.1467 0.14
O 16.386 19.102 17.815 -2.7752 -0.5054 -1.0993 0.13
O 22.801 27.596 12.059 0.9960 0.9020 1.6610 0.15
H 17.018 20.025 14.054 -0.5909 1.3440 -0.1132 0.16
H 20.369 21.559 16.551 0.1651 -0.6020 -0.7369 0.16
O 25.975 25.581 18.590 0.5414 0.3658 0.6310 0.09
H 19.672 20.048 13.428 -0.0072 -0.0672 -0.4214 0.14
O 17.854 27.298 17.227 -0.8963 -1.3748 -0.1057 0.19
H 23.594 27.091 18.842 -0.4148 0.4621 1.1423 0.18
O 22.094 22.017 15.295 -2.3719 -2.5062 -0.5645 0.12
O 23.874 23.261 14.574 -3.8679 -0.6033 0.9043 0.12
C 17.422 26.187 17.164 -0.3607 0.0959 1.5768 -0.50
O 16.810 19.107 12.318 -2.5245 1.5607 1.2868 0.18
H 22.156 19.040 18.645 0.0151 0.1319 -0.0891 0.17
H 17.163 18.799 20.422 -0.1944 -0.0807 -0.1298 0.15
H 16.731 20.528 20.565 0.5819 0.0631 -0.0111 0.15
C 18.826 19.374 13.296 0.0461 1.1682 -0.5629 -0.05
C 23.322 25.361 12.022 1.3203 0.2778 0.2260 -0.06
H 18.759 18.735 14.176 -0.0720 -0.2194 -0.1134 0.13
O 22.756 17.228 17.974 0.7770 0.2841 -0.5480 0.16
C 24.677 25.544 18.085 0.2867 -0.4816 -2.4887 -0.10
C 17.640 19.511 17.748 1.2639 0.5276 -1.5664 -0.53
H 14.939 18.936 19.322 -0.3161 0.3805 -0.6214 0.18
O 16.487 25.594 18.052 0.4887 -1.0963 0.1019 0.10
H 16.294 24.054 15.724 -0.4452 -0.0122 0.1877 0.14
O 17.777 25.243 16.304 2.1532 0.8834 -1.3629 0.07
F 22.734 25.359 19.335 -0.6294 -0.1996 0.4136 0.07
C 17.659 18.320 11.767 -0.5089 -4.2010 -4.9662 -0.63
C 21.887 18.305 17.885 0.3497 0.2551 1.1627 -0.35
C 16.920 19.708 19.872 -0.9774 0.4296 0.8044 -0.06
O 23.524 25.988 10.761 -0.1932 -0.3065 -0.3283 0.07
H 22.495 24.653 12.080 -0.1008 0.2307 -0.4163 0.14
H 24.329 24.598 17.668 0.3429 -0.7191 0.8940 0.13
H 20.907 18.800 16.019 0.0154 -0.5184 -0.0020 0.13
O 22.808 17.865 15.824 -0.7130 -0.1301 0.3176 0.10
H 24.670 26.118 17.158 -0.1766 0.6937 0.2325 0.14
C 23.172 16.941 16.724 1.9890 -4.2249 -1.8185 -0.52
C 23.126 27.291 10.811 -0.6388 -1.6142 -1.5943 -0.57
O 24.631 26.004 20.328 1.0532 1.2256 -0.1175 0.17
C 17.492 20.065 13.073 -0.4540 -1.2896 1.9809 -0.32
C 15.701 19.625 18.956 2.6995 -0.8887 0.6424 -0.25
C 21.131 23.586 16.529 -0.8896 0.0992 0.9898 -0.06
O 17.372 17.447 10.952 0.5336 1.7239 1.9471 0.14
H 22.410 26.522 13.664 0.3062 -0.1077 0.3212 0.16
F 20.692 17.810 18.201 -2.0321 -0.2870 0.5279 0.09
O 18.874 18.644 12.086 3.2356 -0.5237 0.7553 0.11
F 19.870 22.586 14.841 0.0178 -0.8203 -0.2462 0.08
H 15.683 23.564 18.079 -0.0913 0.6677 0.5159 0.16
O 17.957 20.003 18.962 1.5659 0.2607 -0.6646 0.08
O 18.306 19.470 16.712 -1.0935 0.3506 2.9179 0.11
H 17.638 23.138 16.246 0.7153 0.4054 0.2940 0.13
O 22.940 27.934 9.835 0.3678 0.6520 0.2308 0.18
C 23.224 26.559 12.939 -2.9868 -0.9266 -0.4370 -0.33
C 17.097 24.060 16.460 -2.1353 -1.1484 0.1738 -0.10
O 23.764 15.912 16.406 -1.3190 2.9185 1.2158 0.14
C 22.744 23.147 15.084 5.1752 0.6951 -0.6911 -0.57
O 26.957 26.256 20.494 -3.6670 0.1360 -1.4620 0.15
H 21.576 23.403 17.507 -0.3009 -0.1914 0.2098 0.14
F 15.291 20.903 18.731 -0.5984 -0.3768 -0.4218 0.08
C 16.592 24.144 17.915 0.6741 1.3701 -2.2536 -0.25
F 24.389 26.695 13.550 1.2430 1.3425 0.5317 0.10
F 17.457 21.219 12.395 0.3532 0.5009 0.2993 0.12
H 22.355 19.741 16.338 -0.1483 0.1537 0.2301 0.12
H 24.265 24.890 12.300 -0.2821 -0.4988 -0.1369 0.13
C 20.743 22.287 15.832 2.3237 2.2489 0.6294 -0.23
O 22.163 24.122 15.740 -0.5886 1.6660 -0.2429 0.08

---

No. 2
45
Properties=species:S:1:pos:R:3:forces:R:3:lowdin_spin:R:1 method="wB97M-V/def2-TZVPD" lumo_energy_ev="2.5 / 2.5" charge=-1 spin_multiplicity=5 e_homo_ev="-0.63 / -2.64" s2=6.116
C -4.227 0.164 2.066 -0.1765 -0.2306 0.0112 0.13
H -3.612 2.146 2.704 0.1213 -0.3876 -0.2476 0.00
H -4.473 -1.916 1.500 0.2423 0.3751 -0.0327 0.00
C -3.339 1.244 2.140 0.5838 -0.0813 -0.4556 0.01
H -0.784 1.736 -4.457 0.0201 0.0030 -0.0680 0.00
Fe 2.319 0.015 1.355 -0.4834 -0.4673 -0.8116 2.59
C 3.792 -1.211 0.945 1.0861 -1.6331 0.6524 0.04
C 0.924 1.258 1.898 -1.3800 1.6194 -0.9738 0.04
C 2.781 1.779 0.569 -0.5778 1.8617 -0.3457 0.06
C -3.820 -1.034 1.455 0.3102 -0.0139 -0.3499 0.00
C -2.091 1.166 1.516 -0.6368 0.1430 0.5105 0.10
N -0.879 0.979 -3.804 0.0603 -0.2230 0.4775 0.00
H 0.181 1.188 2.693 0.6726 -0.0537 -0.0805 0.01
C 2.917 -0.794 3.086 0.9081 -1.5578 0.8277 0.05
C -1.717 0.001 0.772 1.2036 -0.0191 0.0772 0.07
C 2.222 1.885 1.905 -1.0266 2.0580 -0.3208 0.04
H -1.359 1.962 1.711 -0.5320 -0.3611 -0.5769 0.01
C -1.736 -0.644 -5.475 -0.0781 -0.2020 0.0067 0.00
C 4.030 -0.521 2.205 1.2037 -1.5611 0.5747 0.04
H 4.930 0.040 2.472 -0.4619 -0.1105 -0.2093 0.01
C -1.321 -0.291 -4.094 0.1473 -0.6704 1.1568 0.01
H -2.204 -2.096 0.460 -0.2951 0.4993 -0.0802 0.01
C -1.275 -0.980 -2.878 -0.0578 0.8971 -1.1360 0.01
H 2.659 2.408 2.759 -0.0687 -0.3057 -0.4129 0.01
H 4.469 -1.267 0.090 -0.3172 0.1853 0.3576 0.01
C 1.849 1.065 -0.265 -0.9829 1.3173 -0.6263 0.05
H -5.215 0.240 2.513 0.1391 -0.0726 0.0309 0.01
H -0.190 1.900 -2.024 0.3517 0.8701 0.7740 0.00
C -0.589 1.037 -2.468 -0.9888 -1.5768 -1.0293 0.00
C 2.525 -1.915 1.057 0.8138 -1.5850 0.5406 0.03
H -0.897 -0.500 -6.169 -0.2734 -0.1014 -0.0154 0.00
H 2.832 -0.488 4.135 -0.0365 0.0180 -0.6435 0.01
H 2.107 -2.605 0.319 0.1148 0.4357 0.2899 0.01
H -2.061 -1.694 -5.509 0.0971 0.3980 -0.0935 0.00
H -2.571 0.004 -5.772 0.1400 -0.2621 -0.1686 0.00
H 1.095 -2.111 2.803 0.2336 0.3517 -0.2121 0.01
N -0.854 -0.113 -1.895 -0.3347 1.2091 -3.3874 0.10
C -0.441 -0.083 0.109 -0.0165 -1.8390 2.8585 0.34
H -1.484 -2.036 -2.666 -0.0248 0.6719 -0.1484 0.00
C 1.991 -1.651 2.383 0.6134 -1.6231 0.6343 0.04
C -2.584 -1.124 0.809 -0.6028 -0.0184 0.5169 0.10
C 0.652 0.759 0.524 0.2284 1.7134 -0.1209 0.06
H -0.160 -1.044 -0.383 -0.1454 0.6851 1.7258 0.00
H 3.696 2.266 0.249 -0.0660 -0.3252 0.0333 0.01
H 1.912 0.874 -1.339 0.2724 -0.0302 0.4906 0.01

---

No. 3
49
Properties=species:S:1:pos:R:3:forces:R:3:lowdin_charge:R:1 method="wB97M-V/def2-TZVPD" lumo_energy_ev=0.2 charge=0 spin_multiplicity=1 e_homo_ev=-8.49 smiles=CCc1nc(OCc2ccco2)c2sc3nc4c(cc3c2n1)COC(C)(C)C4
H -1.674 3.190 0.028 0.0181 0.1538 -0.0373 0.13
C -1.542 -0.174 0.419 0.3859 0.6015 -0.1231 -0.51
C -7.433 1.033 0.357 0.4258 0.1289 -0.1278 -0.02
C 4.527 -3.860 -1.320 0.0936 0.5748 0.3816 -0.01
C 3.249 3.225 -0.682 0.0932 0.0537 0.1301 -0.19
H -7.805 0.022 0.501 -0.0767 -0.1340 0.0201 0.09
N 2.990 0.845 -0.406 0.2487 -0.5568 0.0615 0.20
C -1.998 2.177 0.210 -0.1146 -0.2341 0.0802 0.07
H -6.298 -0.684 -1.426 -0.0558 -0.1401 -0.0074 0.09
H -8.041 1.535 -0.390 -0.1009 0.0350 -0.0785 0.09
N -2.804 -0.488 0.646 -0.1774 -0.4910 0.0819 0.13
C 4.266 -1.455 -0.361 0.5878 -0.0952 -0.0011 -0.09
C -3.667 0.512 0.676 0.1350 0.1749 0.0236 -0.23
H 5.225 -5.978 -1.261 0.0582 -0.2282 -0.0259 0.10
C 0.344 1.158 -0.024 0.6898 -0.8316 -0.0045 -0.24
C 2.378 2.033 -0.443 -0.1527 0.1357 -0.1464 -0.35
H -5.315 -0.822 0.875 -0.0177 0.0168 0.0261 0.13
H -5.365 0.599 1.932 -0.0434 -0.0222 0.0497 0.13
C 5.696 -4.638 0.393 -0.0408 -0.6795 -0.4610 -0.12
O -5.546 2.360 -0.287 -0.1339 -0.0502 -0.1750 -0.08
H -6.381 0.899 -2.217 -0.0547 0.0418 -0.0890 0.09
C 4.052 3.554 0.578 -0.0470 0.0103 -0.1831 -0.10
C -5.860 0.309 -1.467 0.0347 0.2956 0.3078 -0.01
H 4.776 -0.920 0.447 -0.0304 -0.0381 -0.1835 0.14
O 2.856 -1.434 -0.129 -0.4238 -0.1404 0.1103 0.01
H 2.616 4.068 -0.955 0.0291 -0.0494 -0.0620 0.11
C -4.462 2.818 0.489 0.0846 0.2136 0.2503 -0.14
S -0.277 -1.382 0.359 0.0683 0.0034 -0.0127 1.11
C 4.716 -2.874 -0.396 -0.4743 0.0325 -0.8164 -0.25
H -4.779 2.978 1.535 0.0309 0.0519 -0.1569 0.14
C 2.274 -0.238 -0.169 -0.2403 0.6654 -0.0264 -0.34
H 4.665 2.702 0.861 0.0834 -0.0460 0.0673 0.07
C -5.972 1.004 -0.105 -0.4338 -0.5039 -0.0321 -0.56
C 5.168 -5.012 -0.803 0.2209 0.0068 0.4672 -0.06
O 5.426 -3.349 0.649 0.0439 0.3541 0.3620 0.05
H -4.816 0.223 -1.758 0.0988 -0.0245 -0.0750 0.09
H 4.698 4.409 0.399 0.0807 0.0680 0.0575 0.07
C 0.892 -0.133 0.037 -0.1209 0.1632 -0.0063 -0.36
H -4.186 3.784 0.060 0.0411 -0.0676 0.1464 0.13
H 3.936 3.001 -1.499 -0.0365 0.0317 -0.0513 0.11
H -7.520 1.579 1.293 -0.0068 0.0383 0.1098 0.09
N 1.091 2.236 -0.263 -0.3049 0.5070 -0.0019 0.19
C -3.315 1.855 0.463 0.1009 -0.0168 -0.1193 -0.12
H 6.266 -5.175 1.125 0.0820 0.0263 0.1510 0.12
C -5.112 0.246 0.927 -0.0367 0.2778 -0.1285 -0.06
H 3.381 3.789 1.401 -0.0299 0.0382 0.1114 0.07
H 4.475 -0.945 -1.308 0.0065 -0.1219 0.2182 0.14
C -1.072 1.136 0.197 -0.4570 -0.3244 0.1169 -0.15
H 3.998 -3.776 -2.246 -0.1311 0.0951 -0.1985 0.11